C3H6O3 in the gas phase. Source: OMol25; level of theory: ωB97M-V/def2-TZVPD.

Structure (XYZ):
```
12
Properties=species:S:1:pos:R:3:forces:R:3
C -0.8914 0.1990 1.2476 -1.623 1.442 -0.597
C -0.1507 1.0412 0.2046 -1.389 0.005 -2.177
C 0.4357 0.1009 -0.8339 -0.824 0.672 0.204
H 0.9010 -0.4729 1.8151 -4.119 -1.459 -0.024
H -1.9020 -0.1485 0.8891 1.304 -0.287 -0.035
H -1.1677 0.9230 1.9866 -0.226 0.558 0.926
H -0.9123 1.6743 -0.4235 1.430 -0.822 1.619
H 0.6116 1.6427 0.6662 0.318 0.303 0.156
H -0.1762 -0.9359 -2.2278 -1.558 1.832 0.532
O -0.1420 -0.8125 1.7981 4.627 0.249 0.223
O -0.6131 -0.1343 -1.7423 3.581 -2.834 -0.436
O 1.5406 -0.3944 -0.8577 -1.520 0.341 -0.389
```
Forces are in eV/Å.

**HOMO energy**: -10.31 eV
**Energy**: -343.6069 a.u.
**Lowest unoccupied orbital energy**: 0.6834 eV
**Kohn-Sham gap**: 10.996 eV
**Structure (SMILES)**: O=C(O)CCO